No. 1
Here is a structure of composition C5H8FeNO7P2S4 from the Open Molecules 2025 dataset. Energies are from the ωB97M-V functional and the def2-TZVPD basis.

ORCA input file:
```
! wB97M-V def2-TZVPD RIJCOSX def2/J DEFGRID3
* xyz 0 6
Fe -0.0525 0.3175 0.0519
N -1.4003 -2.8364 -1.7008
C -2.0034 -1.5557 -2.2847
C -2.9775 -1.9038 -3.4024
P -0.5432 -0.6080 -2.9171
O 0.0530 -1.8191 -3.8297
O -0.9076 0.5733 -3.7009
O 0.3786 -0.5213 -1.7042
P -2.8638 -0.7541 -0.8557
O -3.7422 -2.0636 -0.4464
O -3.6846 0.3940 -1.2424
O -1.7790 -0.6421 0.2142
H -0.8886 -3.3418 -2.4260
H -2.1363 -3.4148 -1.2922
H -0.7420 -2.5724 -0.9637
H -2.4757 -2.4240 -4.2191
H -3.3829 -0.9706 -3.7913
H -3.8072 -2.5079 -3.0338
H 0.4347 -1.4704 -4.6432
H -4.5987 -1.8003 -0.0908
O 4.6017 2.2530 4.6292
C 3.7580 1.9059 3.8581
S 3.4183 0.2045 3.4693
C 2.1712 0.4972 2.2980
C 1.8496 1.8550 2.0411
S 0.6785 2.4259 0.9721
S 2.7505 3.0415 2.9300
S 1.4443 -0.8326 1.5754
*
```

Results
- Kohn-Sham gap (spin up / spin down): 7.6 / 7.0 eV

No. 2
Here is the ion C5H8I2N3 with charge +1 from the Open Molecules 2025 dataset. Energies are from the ωB97M-V functional and the def2-TZVPD basis.

ORCA input file:
```
! wB97M-V def2-TZVPD RIJCOSX def2/J DEFGRID3
* xyz 1 1
C -0.5070 1.7006 1.0150
N -0.0865 0.9236 -0.1336
C -0.3744 -0.8868 -0.1773
I -2.5106 -1.0815 0.4172
C -0.0638 -1.5266 -1.5129
N 0.2041 -2.7333 -1.5604
C 0.3913 -3.5353 -0.4414
N 0.7062 -2.9741 0.7272
C 0.5827 -1.5821 0.7425
I 2.7581 -0.8315 0.3055
H -1.5202 1.9108 1.0001
H -0.3663 1.1296 1.8883
H -0.0354 2.6854 0.9786
H 0.9779 0.8082 0.1389
H -0.2944 1.3733 -1.0129
H 0.2087 -0.9019 -2.3464
H 0.3589 -4.5641 -0.5456
H 0.4583 -1.2540 1.7110
*
```

Results
- Kohn-Sham gap: 8.0 eV
- SMILES: C[NH2+][C@@]1(I)C=NC=N[C@H]1I

No. 3
Here is an isolated molecule of C5H8IN from the Open Molecules 2025 dataset. Energies are from the ωB97M-V functional and the def2-TZVPD basis.

ORCA input file:
```
! wB97M-V def2-TZVPD RIJCOSX def2/J DEFGRID3
* xyz 0 1
C 0.2459 1.6132 -0.8060
C -0.0579 0.6039 1.1862
C 1.2465 -0.4706 -0.6039
C 0.1136 -0.6937 0.3011
C -1.2100 -0.9249 -0.3295
N -0.2219 1.6656 0.3328
I 3.1591 -0.1954 0.1663
H 0.2593 2.3514 -1.5806
H -0.9667 0.4498 1.6416
H 0.7595 0.8320 1.7921
H 0.9892 -0.7520 -1.6425
H 0.3431 -1.4225 1.0971
H -1.6792 -0.0111 -0.8773
H -1.9406 -1.3927 0.4634
H -1.0398 -1.6530 -1.1407
*
```

Results
- Kohn-Sham gap: 8.4 eV

No. 4
Here is an isolated molecule of C5H8IN3 from the Open Molecules 2025 dataset. Energies are from the ωB97M-V functional and the def2-TZVPD basis.

ORCA input file:
```
! wB97M-V def2-TZVPD RIJCOSX def2/J DEFGRID3
* xyz 0 3
C 0.6503 0.3955 1.0898
C 0.3610 -0.9524 0.9443
C 0.0362 0.8939 -0.0713
C 0.7513 -2.1570 1.7968
C -0.2384 2.3497 -0.4584
N -0.3446 -1.2593 -0.1584
N -0.5609 -0.1106 -0.7661
N -1.4890 0.0799 -2.2300
I -0.2320 0.0778 -3.7924
H 1.3591 0.9045 1.6894
H 0.2974 -1.8242 2.7283
H 0.1109 -3.0282 1.2943
H 1.8480 -2.2942 1.7508
H 0.7408 2.7930 -0.3314
H -0.4561 2.2866 -1.5624
H -1.1504 2.7305 0.1765
H -1.6836 -0.8855 -2.0996
*
```

Results
- Kohn-Sham gap (spin up / spin down): 7.4 / 4.9 eV

No. 5
Here is the ion C5H8IN5O with charge +2 from the Open Molecules 2025 dataset. Energies are from the ωB97M-V functional and the def2-TZVPD basis.

ORCA input file:
```
! wB97M-V def2-TZVPD RIJCOSX def2/J DEFGRID3
* xyz 2 1
H -2.8592 -1.0261 -0.2208
N -1.9530 -0.9752 0.3187
C -1.4816 -2.0513 0.9154
N -0.3259 -1.9600 1.6415
C 0.5307 -0.8085 1.2936
C 1.0112 -1.0706 -0.1513
O 1.0406 -2.1286 -0.7118
N 1.5673 0.0619 -0.8313
C 0.8709 1.2098 -0.7031
N 0.9868 2.0965 -1.6993
N -0.0179 1.3610 0.3328
C -0.2157 0.4915 1.3273
I -1.4004 1.2459 2.8964
H -2.1889 -2.7776 1.1114
H -0.0478 -2.6054 2.3959
H 1.4746 -0.8711 1.8084
H 2.1676 0.0287 -1.6701
H 1.5049 1.8802 -2.5068
H 0.4522 2.9507 -1.7441
H -0.5706 2.2390 0.4641
*
```

Results
- Kohn-Sham gap: 7.6 eV
- SMILES: [H]/N=C/N[C@H]1C(=O)NC(=[NH2+])[NH+]=C1I

No. 6
Here is a structure of composition C5H8LiO4Zn from the Open Molecules 2025 dataset. Energies are from the ωB97M-V functional and the def2-TZVPD basis.

ORCA input file:
```
! wB97M-V def2-TZVPD RIJCOSX def2/J DEFGRID3
* xyz 1 1
C -2.4098 1.9215 -0.2237
C -2.5771 0.4771 -0.6529
O -1.6995 -0.4213 -0.0537
Li -1.2715 -2.1010 -0.6942
H -3.3000 2.5098 -0.4864
H -2.2797 2.0004 0.8671
H -1.5588 2.3787 -0.7538
H -2.3856 0.4053 -1.8048
O 0.6335 -1.5561 -0.2333
C 1.7751 0.4208 1.7708
C 1.8020 -1.5474 -0.6377
O 2.0346 1.2281 2.6409
O 2.8834 0.1123 0.9766
C 2.9624 -0.9581 0.0848
Zn -0.2061 -0.1907 1.0842
H 2.0987 -2.3506 -1.3370
H 3.6739 -0.6634 -0.7044
H 3.4364 -1.8393 0.5662
H -3.6119 0.1738 -0.4088
*
```

Results
- Kohn-Sham gap: 7.9 eV

No. 7
Here is a structure of composition C5H8MgMnO5 from the Open Molecules 2025 dataset. Energies are from the ωB97M-V functional and the def2-TZVPD basis.

ORCA input file:
```
! wB97M-V def2-TZVPD RIJCOSX def2/J DEFGRID3
* xyz 1 7
C -1.8261 -1.1167 0.8151
O -2.5011 -2.0843 1.2380
O -0.5852 -1.0090 0.9372
Mg -4.2542 -2.2637 2.1104
O -0.4349 2.0091 0.7956
C -0.5181 3.0975 0.0011
C -0.0286 2.8714 -1.3714
O 0.5438 1.7675 -1.5274
C 1.3781 1.2424 -2.6017
C 2.4477 0.4441 -1.8463
O 1.8904 -0.3008 -0.8300
Mn 0.5233 0.3988 0.2937
H 0.0692 3.9915 0.3318
H -1.5456 3.5169 -0.1246
H 0.0210 3.6379 -2.1557
H -2.3782 -0.3768 0.1716
H 1.7518 2.0770 -3.2050
H 0.7096 0.5879 -3.1722
H 3.2070 1.1643 -1.4788
H 2.9540 -0.1798 -2.6087
*
```

Results
- Kohn-Sham gap (spin up / spin down): 6.1 / 7.9 eV

No. 8
Here is a structure of composition C5H8MgNiO5 from the Open Molecules 2025 dataset. Energies are from the ωB97M-V functional and the def2-TZVPD basis.

ORCA input file:
```
! wB97M-V def2-TZVPD RIJCOSX def2/J DEFGRID3
* xyz 1 4
C 1.8600 -1.0424 0.1169
O 3.0163 -1.4898 0.2757
O 1.6060 0.1719 -0.0765
Ni 3.8573 -2.8510 -0.3378
O -0.0985 -0.6056 1.9022
C -1.0449 -1.5968 1.9254
C -1.5885 -1.7978 0.5506
O -1.7517 -0.6532 -0.0048
C -2.4932 -0.2392 -1.1804
C -2.5101 1.2884 -1.0544
O -1.2642 1.7762 -0.7160
Mg -0.1522 0.8978 0.5734
H -1.9324 -1.4791 2.5878
H -0.6270 -2.5858 2.2202
H -2.3238 -2.5854 0.3385
H 0.9133 -1.8533 -0.0876
H -3.4750 -0.7260 -1.1533
H -1.8906 -0.5622 -2.0383
H -3.2880 1.5568 -0.3109
H -2.8664 1.6714 -2.0306
*
```

Results
- Kohn-Sham gap (spin up / spin down): 6.7 / 4.5 eV

No. 9
Here is a cluster of 2 separate species, C5H8N in total from the Open Molecules 2025 dataset. Energies are from the ωB97M-V functional and the def2-TZVPD basis.

ORCA input file:
```
! wB97M-V def2-TZVPD RIJCOSX def2/J DEFGRID3
* xyz 1 1
C 3.3964 -0.2933 2.9830
C 2.4986 -1.0627 2.5612
C 1.4950 -1.7291 1.9726
C -0.1578 -0.4212 -0.6835
C -1.7868 0.9836 -1.7890
N -1.0243 0.4971 -0.6471
H 3.9957 0.4213 3.5930
H 0.9847 -1.1588 1.0900
H 1.4757 -2.7386 2.3988
H 0.0390 -0.9722 -1.7036
H -1.3892 0.4009 -2.6863
H -2.8984 0.7812 -1.3834
H -1.5716 2.0709 -2.0306
H -1.2063 0.9784 0.2826
*
```

Results
- Kohn-Sham gap (spin up / spin down): 4.3 / 4.3 eV

No. 10
Here is the ion C5H8N with charge +1 from the Open Molecules 2025 dataset. Energies are from the ωB97M-V functional and the def2-TZVPD basis.

ORCA input file:
```
! wB97M-V def2-TZVPD RIJCOSX def2/J DEFGRID3
* xyz 1 1
C 0.6190 -1.6664 1.7731
C 0.4097 -1.9281 0.4456
C -0.2264 1.5404 -0.9465
C 0.1553 -0.8345 -0.4581
C -1.3635 2.3690 -0.6328
N -0.0708 0.3738 -0.0648
H 0.5721 -2.4682 2.5686
H 0.4368 -0.6297 2.1686
H 0.7584 -2.8588 0.0324
H -0.3342 1.1272 -2.0177
H 0.6716 2.0170 -0.8428
H 0.3013 -0.8234 -1.5262
H -1.6965 2.9932 -1.4119
H -0.2329 0.7883 0.9124
*
```

Results
- Kohn-Sham gap (spin up / spin down): 8.1 / 8.0 eV

No. 11
Here is the ion C5H8N with charge +1 from the Open Molecules 2025 dataset. Energies are from the ωB97M-V functional and the def2-TZVPD basis.

ORCA input file:
```
! wB97M-V def2-TZVPD RIJCOSX def2/J DEFGRID3
* xyz 1 1
C 2.5824 -0.2724 -0.0795
C 1.1379 -0.1181 0.2488
C -0.0083 -0.5392 -0.4087
C -0.5453 1.2083 -0.1506
N -1.1430 0.0277 -0.1410
C -2.4746 -0.4240 0.0658
H 2.9917 -0.6357 0.7576
H 3.0437 0.7506 -0.0147
H 2.6701 -0.8499 -1.0197
H 0.8560 0.6774 1.1406
H -0.5635 2.0204 -0.8416
H -3.2309 0.3535 0.2484
H -2.4222 -1.1386 0.9995
H -2.8939 -1.0600 -0.8047
*
```

Results
- Kohn-Sham gap: 8.6 eV
- SMILES: C/C=C1C=[N+]\1C

No. 12
Here is the ion C5H8N with charge +1 from the Open Molecules 2025 dataset. Energies are from the ωB97M-V functional and the def2-TZVPD basis.

ORCA input file:
```
! wB97M-V def2-TZVPD RIJCOSX def2/J DEFGRID3
* xyz 1 1
C 1.2818 0.0785 -0.1620
C 0.4431 1.1967 -0.0400
C 2.5895 0.0303 0.1820
C 0.1343 -0.8740 -0.2376
C -2.0521 0.4274 0.2996
N -0.8455 0.3658 -0.5222
H 3.1722 0.9865 0.1446
H 2.9835 -0.8036 0.6993
H 0.1586 -1.5871 -1.1683
H -0.0859 -1.4974 0.5880
H -2.8519 0.8683 -0.1785
H -2.2422 -0.6359 0.5407
H -1.8261 0.8637 1.3862
H -0.8592 0.5808 -1.5319
*
```

Results
- Kohn-Sham gap (spin up / spin down): 7.6 / 7.6 eV

No. 13
Here is a structure of composition C5H8N from the Open Molecules 2025 dataset. Energies are from the ωB97M-V functional and the def2-TZVPD basis.

ORCA input file:
```
! wB97M-V def2-TZVPD RIJCOSX def2/J DEFGRID3
* xyz 1 1
C -1.1526 -0.8399 1.8230
C -0.4803 -1.1918 0.7549
C 1.1300 -0.1741 -0.9470
C -0.2828 1.0730 -0.4674
C 0.9039 1.3060 -1.3015
N -0.0411 -0.3464 -0.1512
H -1.6458 -1.6405 2.4101
H -1.2890 0.1293 2.1974
H -0.0176 -2.2278 0.7501
H 1.2042 -0.7353 -1.9101
H 2.1855 -0.3776 -0.6305
H -0.2770 1.5486 0.4881
H -1.2084 1.4585 -0.8929
H 0.9711 2.0180 -2.1230
*
```

Results
- Kohn-Sham gap (spin up / spin down): 9.5 / 5.8 eV

No. 14
Here is a cluster of 2 separate species, C5H8N in total from the Open Molecules 2025 dataset. Energies are from the ωB97M-V functional and the def2-TZVPD basis.

ORCA input file:
```
! wB97M-V def2-TZVPD RIJCOSX def2/J DEFGRID3
* xyz 1 1
C -0.0123 -0.4290 -0.1226
C 0.4252 -0.1351 -1.2964
C -0.2406 -1.3779 0.9707
C -0.1278 0.0888 1.2798
C 0.7001 1.2486 -1.7529
N -1.3998 -0.7162 1.5214
H 0.7928 -0.8309 -1.9968
H 0.0502 -2.2841 1.4217
H 0.9540 0.7748 2.6038
H 1.7770 1.5478 -1.6180
H 0.2887 2.2318 -1.3316
H 0.7026 1.4492 -2.8766
H -2.1070 -0.5106 0.7479
H -1.8032 -1.0572 2.4494
*
```

Results
- Kohn-Sham gap: 8.3 eV

No. 15
Here is a structure of composition C5H8N from the Open Molecules 2025 dataset. Energies are from the ωB97M-V functional and the def2-TZVPD basis.

ORCA input file:
```
! wB97M-V def2-TZVPD RIJCOSX def2/J DEFGRID3
* xyz 1 1
C 0.7508 -1.2209 -0.1895
C 1.6962 0.7612 -0.0510
C -0.6300 0.6945 0.1490
C 0.9556 -0.1634 0.9010
C -1.8930 -0.0439 0.1448
N 0.4695 0.2250 -0.5454
H 1.5219 -1.7881 -0.6730
H -0.1494 -1.7781 0.0176
H 1.8336 1.8784 0.1498
H 2.6008 0.5100 -0.6682
H -0.6575 1.7061 0.3231
H -2.4793 0.3265 0.9733
H -1.7702 -1.0620 0.2898
H -2.2489 -0.0452 -0.8213
*
```

Results
- Kohn-Sham gap: 11.1 eV

No. 16
Here is the ion C5H8N with charge +1 from the Open Molecules 2025 dataset. Energies are from the ωB97M-V functional and the def2-TZVPD basis.

ORCA input file:
```
! wB97M-V def2-TZVPD RIJCOSX def2/J DEFGRID3
* xyz 1 1
C 3.0666 -0.4292 -0.0405
C 1.8634 0.1763 0.0257
C 0.7035 0.6259 0.0915
C -0.4752 1.2071 0.1309
N -1.7481 0.5471 -0.1565
C -1.5999 -0.9494 0.1116
H 3.2436 -1.4424 -0.1549
H 4.0819 -0.0293 0.0311
H -0.4270 2.4992 0.1973
H -2.3124 1.0728 0.5034
H -1.9103 0.8526 -1.0656
H -2.5892 -1.5272 0.0076
H -0.9114 -1.4379 -0.7586
H -0.9856 -1.1657 1.0771
*
```

Results
- Kohn-Sham gap: 9.2 eV
- SMILES: C=C=C=C[NH2+]C

No. 17
Here is the ion C5H8N with charge +1 from the Open Molecules 2025 dataset. Energies are from the ωB97M-V functional and the def2-TZVPD basis.

ORCA input file:
```
! wB97M-V def2-TZVPD RIJCOSX def2/J DEFGRID3
* xyz 1 1
C 0.9094 1.8431 0.2515
N 0.1676 0.8404 -0.0114
C -0.8733 -0.1169 -0.1971
C -2.3058 -0.0926 0.0021
C 0.4379 -0.4820 -0.1749
C 1.5518 -1.4020 -0.1666
H 0.4819 2.7430 0.5840
H 2.0207 1.6628 0.0572
H -2.8413 0.4889 -0.6612
H -2.4767 0.5775 0.9414
H -2.5960 -1.1681 -0.0555
H 1.1456 -2.4225 0.1046
H 2.3529 -0.8446 0.5472
H 2.0253 -1.6269 -1.2214
*
```

Results
- Kohn-Sham gap: 10.2 eV
- SMILES: C=[N+]1C(C)=C1C

No. 18
Here is the ion C5H8N with charge +1 from the Open Molecules 2025 dataset. Energies are from the ωB97M-V functional and the def2-TZVPD basis.

ORCA input file:
```
! wB97M-V def2-TZVPD RIJCOSX def2/J DEFGRID3
* xyz 1 1
C -1.9487 0.7033 -0.2093
C -1.9582 -0.6182 0.4172
C -0.2588 -1.1049 -0.6568
C 0.5946 -0.5656 0.4126
C 1.8359 0.1875 0.0384
N -0.7023 0.0432 0.1188
H -2.1888 0.8426 -1.2584
H -2.1876 1.5467 0.4313
H -2.2572 -1.1544 1.2872
H -0.2693 -1.1845 -1.7220
H 0.6242 -1.0647 1.3789
H 1.9371 0.3198 -1.0382
H 2.6981 -0.3646 0.4080
H 1.8396 1.1733 0.5044
*
```

Results
- Kohn-Sham gap: 9.2 eV

No. 19
Here is a structure of composition C5H8N from the Open Molecules 2025 dataset. Energies are from the ωB97M-V functional and the def2-TZVPD basis.

ORCA input file:
```
! wB97M-V def2-TZVPD RIJCOSX def2/J DEFGRID3
* xyz 1 1
C 0.9473 0.4882 -0.3927
C 0.2158 -0.5833 -0.5693
C 0.2174 2.7035 0.7050
C -1.1214 -2.6157 -0.1225
C -0.0673 -1.8372 -0.8105
N 1.5179 1.5023 -0.1310
H 1.7590 2.2200 0.5961
H 0.4845 3.5158 1.4283
H 0.1625 3.2934 -0.2058
H -0.7293 -3.3836 0.5664
H -1.6462 -3.2510 -0.8165
H -1.8506 -1.9091 0.2284
H 0.7746 -2.2373 -1.3864
H -0.6641 2.0940 0.9105
*
```

Results
- Kohn-Sham gap (spin up / spin down): 8.3 / 8.3 eV

No. 20
Here is a structure of composition C5H8N from the Open Molecules 2025 dataset. Energies are from the ωB97M-V functional and the def2-TZVPD basis.

ORCA input file:
```
! wB97M-V def2-TZVPD RIJCOSX def2/J DEFGRID3
* xyz 1 1
C -2.2386 -0.1792 -0.2132
C -1.1130 -0.4229 -1.1110
C -0.1075 -0.2871 0.0602
C 1.3365 1.5255 -0.2895
C 0.6284 -1.2989 0.8314
N -1.3306 0.3571 0.5428
H -3.2436 -0.0960 -0.2659
H -0.9489 -0.0142 -2.0825
H 1.3371 1.9157 0.7433
H 0.9503 2.1340 -1.1323
H 2.2718 0.9573 -0.4835
H 1.4646 -1.7052 0.2608
H 0.0352 -2.0981 1.2656
H 0.9582 -0.7879 1.8737
*
```

Results
- Kohn-Sham gap: 7.7 eV